Density functional theory data (ωB97M-V with the def2-TZVPD basis set) for a cluster of 2 separate species, C17H15ClN2O4 in total.

HOMO energy, eV: -8.051
2S+1: 1
Kohn-Sham gap, eV: 8.165
ΔE to the lowest compared entry with this formula, charge and spin, kcal per mole: 0.0
Calculated total energy, eV: -41549.009
E_LUMO, eV: 0.11

Structure (XYZ):
```
39
Properties=species:S:1:pos:R:3:forces:R:3:nbo_charge:R:1
C 0.858 -4.799 -5.217 2.77 -3.14 -2.90 -0.665
C 0.402 -3.787 -4.403 -2.75 2.58 4.70 0.252
C 0.818 -2.583 -4.121 -4.02 0.85 2.86 -0.306
C -0.138 -2.005 -3.092 8.70 11.18 -2.36 0.341
N -0.890 -2.803 -2.839 -11.65 -10.73 4.82 -0.155
O -0.724 -3.957 -3.471 1.19 -1.93 -2.58 -0.307
N -0.452 -0.678 -2.356 14.02 -1.97 -13.42 -0.594
C 0.663 0.308 -2.617 -6.83 -0.10 2.69 0.682
O 1.562 0.332 -3.369 1.61 -1.23 -1.25 -0.541
C 0.161 1.486 -1.878 -1.93 -5.68 1.44 0.136
C 0.761 2.553 -1.633 6.93 9.21 -3.39 -0.198
C 0.108 3.421 -0.704 2.91 -0.77 -2.92 -0.312
C -0.924 2.770 -0.479 -6.87 -8.66 5.31 0.313
O -0.906 1.305 -0.951 1.25 4.71 -1.25 -0.474
C -1.972 2.841 0.613 -3.86 -1.69 -2.71 -0.135
O -2.454 1.698 1.495 1.12 3.44 -4.13 -0.428
C -1.434 1.356 2.187 -0.63 -9.09 7.76 0.289
C -1.725 0.125 3.018 2.70 -0.02 -1.28 -0.188
C -0.629 -0.556 3.833 -8.06 0.81 -1.64 -0.297
C 0.396 0.161 4.129 8.04 3.48 0.20 0.070
C 0.902 1.413 3.397 -15.52 -10.05 -0.04 -0.084
C -0.252 1.808 2.636 5.29 5.18 -3.18 -0.266
H 0.097 2.660 1.986 -0.22 -0.06 0.77 0.181
C 1.972 2.003 3.660 14.62 5.92 -3.51 -0.576
H 3.221 1.274 3.381 -3.75 1.70 1.04 0.195
H 2.226 2.878 2.858 -0.86 -1.80 1.48 0.223
H 2.200 2.522 4.516 0.24 0.47 2.59 0.245
Cl 1.707 -0.597 5.226 -1.34 0.62 -0.73 -0.107
H -1.051 -1.284 4.516 0.62 -0.62 -0.37 0.246
H -2.663 -0.400 2.801 0.35 0.08 0.39 0.210
H -1.803 3.595 1.260 0.77 2.72 1.98 0.197
H -2.927 3.013 0.106 0.10 0.44 0.07 0.216
H 0.133 4.403 -0.536 1.12 3.63 0.84 0.241
H 1.571 3.162 -2.372 -1.84 -2.63 2.13 0.239
H -1.025 -0.649 -1.720 -7.40 0.21 8.56 0.382
H 1.574 -2.069 -4.389 5.24 3.18 -2.44 0.218
H 1.970 -4.346 -5.750 -3.85 -1.58 0.97 0.249
H -0.076 -5.129 -5.860 2.48 0.34 0.53 0.256
H 1.230 -5.680 -4.582 -0.72 1.00 -1.02 0.249
```
Forces are in eV/Å.